[1]
{
  "formula": "C22H28N4O3S2",
  "method": "ωB97M-V/def2-TZVPD",
  "species": ["C", "H", "H", "H", "S", "C", "C", "C", "C", "C", "C", "H", "H", "S", "O", "O", "N", "C", "C", "C", "C", "C", "C", "H", "H", "C", "H", "H", "H", "H", "H", "C", "C", "O", "N", "N", "C", "C", "H", "H", "C", "N", "C", "H", "H", "H", "C", "H", "C", "H", "H", "H", "H", "H", "H", "H", "H", "H", "H"],
  "xyz": [[-6.344, -2.226, 2.202], [-7.364, -2.517, 2.432], [-5.648, -2.864, 2.738], [-6.194, -1.179, 2.450], [-6.159, -2.473, 0.412], [-4.498, -1.996, 0.080], [-3.615, -1.533, 1.049], [-2.330, -1.166, 0.690], [-1.939, -1.258, -0.630], [-2.803, -1.732, -1.603], [-4.083, -2.102, -1.249], [-4.776, -2.471, -1.989], [-2.457, -1.798, -2.622], [-0.292, -0.755, -1.104], [-0.178, -0.832, -2.533], [0.703, -1.470, -0.352], [-0.167, 0.866, -0.637], [-1.362, 1.582, -0.561], [-2.247, 1.474, -1.633], [-3.465, 2.121, -1.598], [-3.829, 2.908, -0.510], [-2.930, 3.029, 0.540], [-1.713, 2.372, 0.527], [-1.053, 2.453, 1.376], [-3.189, 3.637, 1.396], [-5.150, 3.615, -0.492], [-5.136, 4.458, -1.183], [-5.949, 2.944, -0.803], [-5.376, 3.993, 0.502], [-4.145, 2.020, -2.432], [-1.958, 0.883, -2.487], [0.996, 1.201, 0.143], [1.038, 0.499, 1.496], [0.030, 0.191, 2.111], [2.253, 0.283, 2.026], [3.495, 0.778, 1.624], [4.123, 0.260, 0.645], [5.476, 0.812, 0.345], [5.506, 1.190, -0.679], [5.716, 1.622, 1.032], [6.508, -0.338, 0.484], [6.188, -1.491, -0.317], [6.447, -1.329, -1.731], [6.276, -2.282, -2.229], [7.492, -1.052, -1.866], [5.821, -0.568, -2.219], [4.870, -1.986, -0.008], [4.874, -2.323, 1.033], [3.753, -0.923, -0.182], [3.707, -0.643, -1.238], [2.789, -1.344, 0.100], [4.651, -2.844, -0.644], [6.536, -0.652, 1.531], [7.500, 0.025, 0.207], [2.259, -0.033, 2.990], [1.872, 0.928, -0.448], [1.013, 2.283, 0.308], [-1.634, -0.799, 1.429], [-3.910, -1.449, 2.081]],
  "forces_ev_per_a": [[0.252, -0.011, -0.560], [-0.045, -0.010, 0.018], [0.003, 0.004, 0.134], [-0.009, 0.039, 0.128], [-0.154, -0.030, 0.148], [-0.195, -0.015, 0.151], [0.041, -0.016, -0.115], [0.058, -0.037, 0.178], [0.543, 0.095, -0.115], [0.045, -0.029, -0.131], [0.021, -0.004, 0.129], [-0.027, -0.041, -0.141], [-0.038, -0.002, -0.152], [0.134, -0.068, -0.247], [-0.388, 0.059, -0.042], [-0.175, 0.069, 0.258], [0.018, -1.122, 0.111], [-0.772, 0.696, -0.208], [0.016, 0.296, 0.044], [0.027, -0.009, 0.125], [-0.012, -0.021, 0.040], [-0.072, 0.022, -0.118], [0.259, -0.162, -0.094], [0.066, -0.041, 0.109], [-0.033, 0.053, 0.082], [0.048, 0.020, -0.058], [-0.078, 0.076, -0.013], [-0.101, 0.003, 0.009], [-0.070, 0.039, 0.047], [-0.077, -0.024, -0.102], [-0.022, 0.016, -0.154], [0.312, -0.284, 0.007], [0.094, 0.244, 0.039], [-0.144, 0.097, 0.011], [0.188, -0.910, 0.246], [0.538, 0.954, 0.234], [-0.291, -0.149, -0.130], [0.330, -0.094, 0.133], [-0.049, 0.054, -0.042], [-0.047, 0.035, -0.027], [-0.022, 0.292, 0.017], [0.246, -0.278, -0.023], [-0.033, 0.016, 0.052], [0.009, -0.003, -0.089], [0.020, 0.014, -0.079], [0.008, 0.020, -0.080], [-0.171, 0.055, -0.034], [-0.072, -0.049, -0.027], [-0.166, -0.407, 0.180], [-0.066, 0.078, -0.017], [0.137, 0.101, -0.052], [-0.022, -0.014, 0.062], [0.052, 0.064, 0.025], [-0.006, -0.013, 0.077], [-0.132, 0.172, -0.196], [0.022, 0.205, 0.163], [0.006, -0.119, -0.087], [0.039, 0.068, 0.084], [-0.041, 0.004, 0.092]],
  "lowdin_charge": [-0.39, 0.03, 0.04, 0.04, 0.90, -0.54, -0.06, -0.03, -0.28, -0.06, -0.10, 0.10, 0.12, 0.73, -0.28, -0.28, -0.15, -0.28, -0.03, -0.03, -0.28, -0.04, -0.01, 0.11, 0.11, -0.05, 0.08, 0.08, 0.07, 0.12, 0.11, -0.09, -0.48, 0.03, 0.07, 0.10, -0.30, -0.10, 0.12, 0.11, -0.18, -0.24, -0.09, 0.09, 0.09, 0.08, -0.17, 0.13, -0.10, 0.13, 0.08, 0.12, 0.12, 0.12, 0.16, 0.11, 0.15, 0.10, 0.10],
  "spin_multiplicity": 1,
  "smiles": "CSc1ccc(S(=O)(=O)N(CC(=O)NN=C2CCN(C)CC2)c2ccc(C)cc2)cc1",
  "homo_energy_ev": -8.2,
  "fmax_ev_per_a": 1.128,
  "lumo_energy_ev": 0.626,
  "e_above_lowest_kcal_mol": 66.5,
  "gap_ha": 0.324
}

***

[2]
{
  "formula": "C22H28NO",
  "method": "ωB97M-V/def2-TZVPD",
  "species": ["C", "O", "C", "C", "C", "C", "C", "C", "C", "C", "H", "H", "H", "H", "H", "H", "H", "H", "H", "H", "H", "C", "N", "C", "C", "C", "C", "C", "C", "C", "C", "C", "C", "C", "C", "H", "H", "H", "H", "H", "H", "H", "H", "H", "H", "H", "H", "H", "H", "H", "H", "H"],
  "xyz": [[0.375, -3.640, 2.361], [1.031, -2.528, 1.730], [0.657, -2.141, 0.385], [1.885, -1.462, -0.178], [1.804, -0.497, -1.194], [2.972, 0.043, -1.723], [4.232, -0.347, -1.310], [5.475, 0.248, -1.914], [4.327, -1.319, -0.285], [3.147, -1.881, 0.267], [1.125, -4.238, 2.904], [-0.338, -3.263, 3.115], [-0.159, -4.309, 1.654], [0.458, -3.050, -0.207], [0.813, -0.212, -1.558], [2.911, 0.804, -2.517], [6.376, -0.206, -1.521], [5.475, 0.139, -2.999], [5.505, 1.319, -1.715], [5.293, -1.633, 0.067], [3.270, -2.621, 1.055], [-0.083, 0.596, 1.979], [-1.091, 0.932, 0.969], [-1.379, 0.074, -0.052], [-0.664, -1.192, -0.088], [-1.349, -2.175, -1.134], [-2.272, -1.598, -2.197], [-3.285, -0.567, -1.676], [-2.580, 0.521, -0.834], [-1.604, 2.277, 1.007], [-1.048, 3.263, 0.175], [-1.501, 4.578, 0.252], [-2.496, 4.927, 1.140], [-3.043, 3.973, 1.986], [-2.573, 2.653, 1.951], [-0.095, 1.418, 2.709], [-0.357, -0.320, 2.499], [0.910, 0.515, 1.528], [-0.571, -1.493, 1.118], [-0.548, -2.666, -1.692], [-1.910, -2.943, -0.594], [-1.693, -1.108, -2.989], [-2.854, -2.394, -2.670], [-3.827, -0.071, -2.514], [-4.075, -1.054, -1.074], [-3.376, 0.970, -0.247], [-2.278, 1.315, -1.516], [-0.251, 2.958, -0.534], [-1.054, 5.327, -0.419], [-2.862, 5.960, 1.178], [-3.844, 4.233, 2.681], [-2.979, 1.885, 2.638]],
  "forces_ev_per_a": [[-0.553, -0.247, 0.179], [-1.245, 0.692, -1.088], [3.348, 0.009, -0.670], [0.758, 0.054, -0.198], [0.244, -0.430, 0.424], [-0.565, 0.568, -0.791], [0.554, -0.958, 1.059], [-0.371, 0.204, -0.118], [-1.686, 0.342, -0.501], [1.123, 0.664, -0.463], [-0.112, 0.391, -0.395], [0.128, -0.162, -0.347], [0.354, 0.496, 0.202], [-0.333, 0.354, 0.652], [0.525, 0.144, -0.004], [-0.101, -0.412, 0.398], [0.114, -0.072, 0.080], [0.005, -0.083, -0.012], [0.100, 0.060, 0.055], [0.184, -0.112, 0.097], [-0.251, 0.157, -0.215], [-0.077, 0.967, -0.057], [0.173, -0.892, -1.198], [1.631, 1.439, 3.351], [-2.731, -2.280, 1.385], [-0.124, -0.080, 0.563], [-0.667, 1.050, -0.198], [-0.009, -0.126, 0.042], [-0.599, -0.949, -1.760], [-0.308, 1.276, 0.386], [0.254, -0.840, -0.167], [0.690, -0.041, -0.751], [-0.504, 0.565, 0.239], [0.046, -0.676, 0.241], [-0.139, -0.460, -0.087], [0.172, -0.392, -0.233], [0.013, -0.261, 0.030], [-0.088, -0.140, 0.128], [-2.259, 0.559, -1.887], [-0.027, -0.074, 0.157], [0.214, -0.067, 0.060], [0.078, -0.135, 0.077], [0.397, -0.112, 0.029], [0.465, -0.383, 0.516], [0.461, 0.099, -0.112], [0.511, 0.163, 0.734], [0.329, 0.105, -0.051], [-0.581, 0.364, 0.482], [-0.276, -0.371, 0.423], [0.196, -0.501, -0.025], [0.335, -0.033, -0.193], [0.202, 0.569, -0.467]],
  "lowdin_charge": [-0.05, -0.18, -0.22, -0.18, -0.02, -0.04, -0.27, -0.04, 0.00, 0.00, 0.10, 0.09, 0.10, 0.15, 0.11, 0.13, 0.08, 0.09, 0.09, 0.11, 0.12, 0.03, -0.05, -0.09, -0.11, -0.14, -0.19, -0.17, -0.09, -0.26, -0.01, -0.07, -0.08, -0.06, -0.01, 0.12, 0.10, 0.11, 0.20, 0.11, 0.13, 0.12, 0.12, 0.13, 0.12, 0.13, 0.14, 0.13, 0.12, 0.12, 0.12, 0.13],
  "spin_multiplicity": 1,
  "smiles": "CO[C@H](c1ccc(C)cc1)[C@@H]1CCCC/C1=[N+](/C)c1ccccc1",
  "homo_energy_ev": -11.7,
  "fmax_ev_per_a": 3.995,
  "charge": 1,
  "lumo_energy_ev": -3.213,
  "e_above_lowest_kcal_mol": 58.2,
  "gap_ha": 0.310
}

***

[3]
{
  "formula": "C22H29AuF3NO6PS",
  "method": "ωB97M-V/def2-TZVPD",
  "species": ["Au", "C", "O", "P", "O", "C", "O", "C", "H", "H", "H", "H", "H", "H", "H", "H", "H", "C", "S", "O", "O", "O", "H", "H", "H", "F", "C", "F", "F", "C", "C", "C", "C", "C", "C", "C", "C", "H", "H", "H", "H", "C", "N", "C", "C", "C", "C", "C", "C", "C", "C", "H", "H", "H", "H", "H", "H", "H", "H", "H", "H", "H", "H", "H"],
  "xyz": [[0.678, 0.512, 0.717], [4.549, 1.427, -0.824], [3.441, 2.213, -0.393], [2.579, 2.060, 0.945], [3.147, 2.939, 2.149], [3.082, 4.347, 2.344], [3.443, 0.676, 1.520], [3.530, 0.350, 2.879], [5.424, 2.077, -0.881], [4.316, 1.025, -1.811], [4.747, 0.612, -0.132], [3.268, 4.518, 3.406], [2.109, 4.743, 2.061], [3.851, 4.832, 1.743], [3.756, -0.719, 2.934], [2.591, 0.561, 3.402], [4.325, 0.921, 3.362], [1.895, 3.900, -2.288], [0.751, 3.431, -0.989], [0.354, 2.061, -1.235], [-0.284, 4.401, -0.893], [1.582, 3.458, 0.324], [1.319, 4.364, -3.076], [2.372, 2.994, -2.631], [2.613, 4.584, -1.864], [-8.412, 0.876, -1.085], [-7.483, -0.029, -1.422], [-7.940, -1.218, -0.976], [-7.477, -0.106, -2.757], [-6.140, 0.285, -0.829], [-5.013, 0.463, -1.621], [-3.791, 0.658, -1.014], [-3.689, 0.665, 0.382], [-4.834, 0.544, 1.170], [-6.057, 0.352, 0.558], [-2.371, 0.718, 0.897], [-1.230, 0.574, 1.282], [-5.087, 0.423, -2.699], [-2.894, 0.798, -1.598], [-4.763, 0.591, 2.246], [-6.953, 0.227, 1.145], [0.055, -4.762, 0.567], [0.443, -3.698, 1.511], [-0.733, -2.884, 1.871], [1.598, -2.856, 1.014], [1.408, -2.386, -0.401], [1.754, -3.236, -1.457], [1.468, -2.894, -2.763], [0.835, -1.692, -3.032], [0.572, -0.806, -1.999], [0.873, -1.138, -0.689], [-0.689, -5.411, 1.024], [0.921, -5.360, 0.290], [-0.372, -4.318, -0.329], [0.773, -4.154, 2.368], [-1.047, -2.281, 1.020], [-0.495, -2.218, 2.698], [-1.554, -3.536, 2.167], [2.499, -3.467, 1.086], [1.690, -1.996, 1.680], [2.264, -4.167, -1.259], [1.721, -3.570, -3.565], [0.566, -1.434, -4.045], [0.140, 0.160, -2.205]],
  "forces_ev_per_a": [[-1.400, 0.350, 0.717], [0.328, -0.211, 0.030], [0.020, 0.239, 0.123], [2.114, -2.263, -1.372], [-0.733, -0.488, -0.299], [-0.170, 0.574, 0.151], [-0.211, 0.821, -0.538], [0.044, 0.054, 0.282], [-0.077, -0.053, -0.060], [-0.003, 0.089, 0.041], [0.019, 0.075, -0.124], [0.008, -0.015, -0.186], [0.077, -0.016, 0.145], [0.021, -0.029, 0.027], [-0.007, 0.111, 0.159], [0.007, -0.133, 0.113], [-0.001, -0.081, 0.123], [-0.292, -0.266, 0.639], [-0.147, -0.022, -0.641], [-0.078, 0.305, -0.490], [0.093, 0.277, 0.139], [-0.077, -0.352, 0.491], [-0.187, 0.101, -0.073], [0.164, -0.091, -0.049], [0.169, 0.212, -0.005], [0.060, 0.193, 0.113], [-0.471, -0.210, -0.138], [0.132, -0.043, 0.122], [0.273, 0.107, -0.143], [0.068, 0.015, -0.014], [-0.253, -0.160, -0.021], [-0.027, 0.113, 0.066], [-0.050, 0.254, -0.364], [-0.070, -0.058, -0.037], [0.085, -0.004, -0.082], [-1.384, -0.276, -0.072], [0.877, -0.592, 0.453], [-0.058, 0.018, -0.013], [0.016, -0.001, -0.052], [0.052, -0.031, 0.073], [-0.069, 0.016, 0.108], [-0.218, -0.662, -0.466], [0.189, -0.158, 0.337], [-0.700, 0.510, 0.263], [0.637, 0.472, -0.377], [0.031, -0.053, 0.612], [-0.162, 0.201, -0.079], [-0.008, -0.098, -0.059], [-0.076, -0.138, 0.144], [-0.266, 0.392, 0.136], [1.290, 0.986, 0.065], [0.032, 0.099, 0.162], [0.039, 0.080, 0.068], [0.065, 0.068, 0.114], [-0.065, 0.111, -0.179], [0.153, -0.065, -0.019], [0.125, 0.001, -0.089], [0.115, -0.074, -0.028], [-0.116, -0.099, 0.111], [-0.048, -0.146, 0.074], [-0.004, -0.140, 0.124], [0.074, -0.028, -0.069], [0.015, 0.095, -0.070], [0.033, 0.113, -0.119]],
  "lowdin_charge": [0.95, -0.07, -0.30, 0.64, -0.25, -0.06, -0.41, -0.17, 0.10, 0.09, 0.08, 0.10, 0.09, 0.10, 0.08, 0.08, 0.09, -0.09, 0.52, -0.41, -0.25, -0.42, 0.07, 0.06, 0.07, 0.15, -0.59, 0.14, 0.15, -0.11, 0.01, 0.00, -0.24, 0.00, 0.00, -0.11, -0.18, 0.12, 0.12, 0.12, 0.13, 0.00, -0.17, 0.00, -0.08, -0.26, -0.06, -0.06, -0.05, -0.09, -0.13, 0.11, 0.11, 0.11, 0.19, 0.09, 0.11, 0.11, 0.14, 0.11, 0.12, 0.11, 0.12, 0.08],
  "spin_multiplicity": 1,
  "homo_energy_ev": [-10.6, -10.6],
  "fmax_ev_per_a": 3.387,
  "charge": 1,
  "lumo_energy_ev": [-5.598, -5.596],
  "gap_ha": [0.182, 0.182]
}

***

[4]
{
  "formula": "C22H29FN2O3",
  "method": "ωB97M-V/def2-TZVPD",
  "species": ["O", "C", "N", "C", "H", "C", "H", "H", "C", "C", "C", "H", "H", "H", "H", "H", "O", "C", "C", "C", "C", "C", "C", "H", "H", "H", "F", "H", "H", "C", "C", "N", "C", "O", "C", "C", "H", "H", "H", "H", "C", "H", "C", "H", "C", "C", "H", "C", "H", "H", "H", "H", "H", "H", "H", "H", "H"],
  "xyz": [[0.384, 1.199, 2.008], [0.231, 1.095, 0.806], [-0.945, 1.418, 0.215], [-1.320, 1.263, -1.170], [-1.731, 2.219, -1.521], [-2.385, 0.173, -1.313], [-1.985, -0.786, -0.980], [-2.685, 0.075, -2.357], [-3.605, 0.513, -0.455], [-3.156, 0.723, 0.996], [-2.067, 1.792, 1.055], [-2.463, 2.753, 0.707], [-1.695, 1.905, 2.073], [-2.763, -0.221, 1.377], [-3.999, 1.015, 1.623], [-4.069, 1.432, -0.843], [-4.504, -0.575, -0.578], [-5.812, -0.435, -0.241], [-6.582, -1.591, -0.380], [-7.925, -1.548, -0.077], [-8.548, -0.393, 0.363], [-7.776, 0.745, 0.496], [-6.422, 0.736, 0.202], [-5.860, 1.648, 0.321], [-8.233, 1.662, 0.837], [-9.600, -0.397, 0.591], [-8.655, -2.673, -0.217], [-6.120, -2.502, -0.723], [-0.458, 1.023, -1.788], [1.377, 0.660, -0.104], [2.433, -0.055, 0.734], [3.668, -0.313, 0.018], [4.084, 0.369, -1.073], [5.167, 0.180, -1.596], [3.120, 1.375, -1.691], [2.042, 1.877, -0.746], [1.319, 2.490, -1.287], [2.483, 2.494, 0.039], [3.725, 2.197, -2.076], [2.665, 0.880, -2.555], [4.575, -1.250, 0.675], [4.007, -1.688, 1.500], [5.076, -2.383, -0.250], [4.752, -3.348, 0.143], [6.603, -2.281, -0.237], [6.914, -1.660, 1.121], [6.795, -2.402, 1.913], [5.843, -0.582, 1.240], [6.113, 0.264, 0.610], [5.697, -0.231, 2.261], [7.922, -1.252, 1.175], [6.920, -1.600, -1.025], [7.084, -3.247, -0.384], [4.678, -2.273, -1.255], [2.027, -1.014, 1.075], [2.637, 0.551, 1.627], [1.019, -0.024, -0.878]],
  "forces_ev_per_a": [[0.166, -0.052, 0.353], [0.271, -0.118, -0.297], [-0.336, 0.201, 0.007], [-0.040, -0.279, -0.246], [0.099, -0.040, -0.049], [-0.284, 0.229, 0.028], [0.042, -0.054, -0.003], [-0.016, -0.023, -0.036], [0.414, 0.107, 0.193], [-0.158, 0.137, -0.284], [-0.093, -0.052, 0.400], [0.022, 0.008, 0.036], [-0.109, 0.079, -0.171], [0.001, -0.037, 0.019], [-0.013, -0.016, 0.033], [0.022, -0.089, 0.026], [-0.038, -0.145, -0.091], [-0.378, -0.101, 0.057], [0.006, 0.006, 0.018], [0.146, 0.134, 0.006], [-0.100, -0.108, -0.008], [-0.054, -0.167, -0.034], [0.390, 0.162, -0.060], [0.094, 0.057, 0.006], [-0.039, 0.074, 0.029], [-0.116, -0.026, 0.019], [0.074, 0.104, 0.010], [0.032, -0.133, -0.043], [-0.006, 0.084, 0.019], [0.211, 0.117, 0.384], [-0.449, 0.159, 0.255], [-0.116, -0.127, 0.056], [-0.454, 0.281, -0.221], [0.406, -0.100, -0.124], [0.072, 0.118, 0.069], [-0.101, -0.194, -0.255], [0.015, 0.042, 0.035], [-0.049, 0.045, 0.056], [0.026, -0.126, -0.009], [0.031, 0.010, -0.003], [0.252, -0.008, -0.088], [0.008, 0.081, -0.095], [0.054, -0.054, -0.101], [-0.019, -0.034, 0.004], [0.011, -0.146, 0.014], [0.018, 0.100, -0.082], [0.050, -0.048, 0.062], [-0.011, -0.013, 0.166], [-0.010, 0.024, 0.027], [-0.015, 0.062, 0.032], [0.062, -0.025, 0.083], [0.036, -0.025, -0.033], [0.057, -0.023, -0.050], [-0.068, -0.056, 0.003], [0.077, 0.109, 0.010], [-0.102, -0.150, -0.100], [0.007, 0.038, -0.033]],
  "lowdin_charge": [0.07, -0.41, -0.05, -0.14, 0.13, -0.09, 0.13, 0.13, -0.33, -0.09, -0.12, 0.13, 0.12, 0.14, 0.12, 0.15, -0.01, -0.25, 0.07, -0.27, -0.03, -0.08, -0.03, 0.10, 0.11, 0.11, 0.06, 0.13, 0.11, -0.21, -0.10, 0.00, -0.45, 0.06, -0.08, -0.14, 0.11, 0.14, 0.12, 0.13, -0.26, 0.14, -0.13, 0.11, -0.19, -0.19, 0.11, -0.14, 0.11, 0.11, 0.11, 0.10, 0.10, 0.11, 0.14, 0.14, 0.15],
  "spin_multiplicity": 1,
  "smiles": "O=C([C@H]1CCC(=O)N(C2CCCC2)C1)N1CCC(Oc2cccc(F)c2)CC1",
  "homo_energy_ev": -8.9,
  "fmax_ev_per_a": 0.578,
  "lumo_energy_ev": 0.483,
  "e_above_lowest_kcal_mol": 0.0,
  "gap_ha": 0.345
}